The following is a quantum chemistry calculation of a single C3H7NO2 molecule at a distorted geometry, from the OMol25 dataset.

Atoms and positions in Å:
C (1.384, -0.106, -0.841)
O (0.636, 0.888, -0.118)
C (-0.584, 0.317, 0.391)
C (-1.025, -1.172, 0.228)
N (-1.235, 1.136, 1.047)
O (-0.586, 2.453, 1.024)
H (1.051, -0.492, -1.778)
H (2.409, 0.281, -1.012)
H (1.349, -1.001, -0.101)
H (-0.791, -1.713, -0.767)
H (-2.199, -1.043, 0.617)
H (-0.461, -1.791, 1.065)
H (0.054, 2.242, 0.246)

Computed properties:
SMILES string = CO/C(C)=N\O
Spin multiplicity = 1
E_tot = -323.6061 hartree
LUMO level = 0.619 eV
Energy relative to the best compared isomer or geometry (same formula, charge and spin) = 4.7575 eV
HOMO level = -9.484 eV
Kohn-Sham gap = 10.103 eV
F_max = 3.59 eV Å⁻¹

These are the natural (NBO) partial charges, in e, on atoms 1 to 5: C -0.252; O -0.554; C 0.449; C -0.716; N -0.173